Density functional theory data (ωB97M-V with the def2-TZVPD basis set) for a cluster of 11 separate species, C9H40O11 in total at a distorted geometry.

XYZ file:
```
60
Properties=species:S:1:pos:R:3:forces:R:3:mulliken_charge:R:1
C -2.33092 4.13479 2.87960 -0.246 -0.624 -0.694 -1.28
C -2.92412 2.72066 2.54830 -0.664 0.383 0.264 0.70
C -3.84475 2.74197 1.34756 -0.370 0.028 -1.443 -1.42
O -1.92124 1.75916 2.27755 1.549 0.316 0.120 -0.53
H -3.03455 4.85976 3.28877 -0.563 -0.592 0.324 0.37
H -2.07219 4.64458 1.95155 0.691 -0.287 -0.099 0.32
H -1.50509 4.08669 3.58939 0.131 -0.142 -0.289 0.33
H -3.43349 2.34038 3.43375 -0.434 0.304 0.160 0.14
H -4.59898 3.52617 1.28229 0.003 0.018 0.431 0.33
H -4.31763 1.80175 1.06386 -0.499 -0.407 1.086 0.38
H -3.29186 2.79467 0.40966 0.776 0.837 0.122 0.39
H -2.29752 0.93297 1.96545 -0.319 0.132 0.024 0.28
C 1.23476 3.40449 -4.54958 -0.046 -0.290 0.109 -1.33
C 1.30119 4.92827 -4.73603 0.540 -1.449 1.634 0.48
C 0.14721 5.61731 -4.08516 -1.594 0.308 -0.028 -1.20
O 2.47642 5.45626 -4.11725 0.607 0.270 -1.017 -0.54
H 1.18707 3.04398 -3.52203 -0.194 0.529 0.395 0.33
H 2.11781 2.88655 -4.92384 -0.021 0.227 -0.494 0.35
H 0.33570 3.02177 -5.03261 0.075 -0.127 -0.201 0.36
H 1.34248 5.04759 -5.81869 0.214 0.724 0.100 0.25
H 0.04241 5.47227 -3.00995 0.839 -0.124 0.216 0.30
H -0.81600 5.21347 -4.39699 -0.128 0.149 -0.649 0.36
H 0.17246 6.69310 -4.25881 -0.043 -0.038 -0.098 0.30
H 2.60533 5.07377 -3.24623 -0.224 -0.180 0.087 0.32
C -6.13897 -3.92553 0.11538 -0.583 -0.638 -0.287 -1.32
C -4.62692 -4.24150 0.20450 -0.791 0.635 0.143 0.55
C -4.00121 -3.93970 -1.14925 1.020 0.212 0.287 -1.28
O -4.02976 -3.40498 1.21061 0.186 0.420 -0.292 -0.52
H -6.74446 -3.81564 1.01505 0.647 -0.172 0.713 0.43
H -6.68359 -4.71497 -0.40260 0.220 -0.163 -0.303 0.33
H -6.37417 -3.00936 -0.42629 0.557 0.102 -0.227 0.35
H -4.35924 -5.24232 0.54333 -0.666 -0.409 -0.382 0.18
H -4.05950 -2.86384 -1.31426 -0.264 -0.011 -0.230 0.33
H -4.37747 -4.49978 -2.00531 -0.504 0.052 0.263 0.34
H -2.93387 -4.16073 -1.14187 0.133 -0.067 0.225 0.32
H -4.72349 -3.22557 1.84948 0.084 0.052 0.119 0.29
O 2.49200 1.51897 3.58896 0.200 0.153 -0.092 -0.63
H 2.62944 0.68602 4.04011 0.076 -0.200 0.134 0.31
H 1.57077 1.50224 3.32954 -0.324 0.066 -0.082 0.31
O 2.72553 -6.14385 -0.23198 0.115 0.201 -0.146 -0.62
H 2.04266 -5.96242 0.41377 -0.252 0.100 0.170 0.30
H 3.09369 -6.98516 0.03798 0.138 -0.238 0.017 0.31
O 2.09851 -1.27888 -0.46627 0.208 0.061 -0.173 -0.63
H 1.73905 -0.66148 0.17079 -0.084 0.197 0.152 0.31
H 1.75037 -2.12950 -0.19892 -0.088 -0.272 0.064 0.32
O 6.00105 -4.03744 -2.03967 0.147 -0.150 -0.112 -0.65
H 5.11564 -4.26855 -1.75882 -0.283 -0.124 0.057 0.31
H 6.16471 -3.18365 -1.63908 0.131 0.264 0.081 0.32
O 4.33110 -5.42866 3.90877 -0.163 -0.090 0.215 -0.63
H 3.90786 -5.14037 3.10008 -0.117 0.083 -0.249 0.31
H 5.26387 -5.27380 3.75984 0.257 0.024 -0.011 0.32
O 0.42932 -3.86918 2.73981 0.223 0.024 -0.225 -0.62
H -0.52184 -3.76663 2.70802 -0.314 0.034 -0.091 0.31
H 0.61085 -4.14712 3.63761 0.111 -0.077 0.254 0.32
O 6.82347 -0.50138 0.10576 0.154 -0.173 -0.141 -0.62
H 5.87932 -0.65361 0.14636 -0.310 -0.008 -0.031 0.32
H 6.99498 0.13023 0.80425 0.089 0.163 0.153 0.31
O 3.61991 4.78813 -0.02151 -0.114 -0.005 -0.250 -0.63
H 3.55315 4.15487 0.69315 -0.052 -0.217 0.182 0.32
H 4.16274 5.49277 0.33212 0.136 0.206 0.039 0.31
```
Positions in Å, forces in eV/Å.

**E_LUMO**: -0.19 eV
**Frontier orbital gap**: 9.68 eV
**Structure (SMILES)**: CC(C)O.CC(C)O.CC(C)O.O.O.O.O.O.O.O.O

Density functional theory data (ωB97M-V with the def2-TZVPD basis set) for a structure of composition C9H44AgB2N18O9 at a distorted geometry.

XYZ file:
```
83
Properties=species:S:1:pos:R:3:forces:R:3:mulliken_charge:R:1
Ag -0.61588 -1.02262 -1.97338 -0.057 0.678 -0.139 -0.64
B -0.41310 0.10174 0.32879 0.117 0.371 0.748 5.71
H 0.00617 0.57593 -0.64209 0.276 0.753 -1.648 -0.64
H -0.78054 -0.98475 0.25174 -0.424 -1.315 -0.095 -1.24
H 0.53145 0.16254 1.03602 0.510 -0.101 0.591 -0.87
H -1.29598 0.73585 0.77543 -0.558 0.643 0.187 -0.84
B -2.30283 0.13791 -3.41731 -1.714 -1.475 -2.158 1.07
H -2.94776 1.00232 -3.86553 0.025 0.849 0.148 -0.14
H -1.25377 0.42534 -2.93455 2.525 0.630 1.321 -0.04
H -2.69004 -0.43839 -2.50401 -1.088 -0.536 1.885 -0.32
H -2.07028 -0.68256 -4.24278 0.516 -0.284 -0.678 -0.27
C 3.82135 -1.69413 0.76378 0.638 -0.453 -1.837 0.51
O 3.50411 -2.81656 1.08874 -0.464 -0.036 0.403 -0.69
N 2.97496 -0.70799 0.35467 -0.805 0.221 0.241 -0.11
N 5.14924 -1.34038 0.61925 0.114 0.157 -0.261 -0.45
H 3.25365 0.18233 -0.00817 0.448 0.017 0.125 0.30
H 1.97250 -0.82351 0.30466 0.042 -0.475 0.167 -0.77
H 5.87175 -2.02709 0.71977 -0.143 -0.167 0.161 0.20
H 5.41536 -0.42485 0.30841 0.094 0.011 0.013 0.19
C -2.03080 -0.99722 3.77362 -0.751 0.341 -0.158 0.47
O -2.25110 -1.31064 4.92836 0.150 -0.244 -0.069 -0.70
N -0.84076 -0.50905 3.31921 -0.290 -0.501 0.567 0.08
N -3.02168 -1.02717 2.79181 0.652 0.134 -0.425 -0.23
H -0.72463 -0.13443 2.38204 0.155 0.131 0.472 -0.51
H -0.20809 -0.30589 4.07521 0.306 0.185 -0.329 0.19
H -3.81198 -1.63817 2.88372 0.058 -0.052 0.291 0.24
H -2.67969 -0.85709 1.85583 -0.280 -0.219 -0.151 -0.02
C -0.18119 2.80419 -4.70198 1.776 0.628 -1.075 0.71
O 0.00772 1.90791 -5.51721 -0.719 -0.262 0.453 -0.64
N -0.56510 4.05269 -5.13341 -0.027 -1.114 0.518 -0.44
N 0.26662 2.72952 -3.41589 -0.496 -0.127 -0.361 -0.28
H -0.72706 4.06174 -6.12250 -0.241 0.652 0.041 0.24
H -0.69413 4.79450 -4.47525 -0.263 0.353 -0.407 0.16
H 0.16609 3.51714 -2.80424 -0.119 -0.283 0.381 0.19
H 0.38766 1.78525 -3.09494 0.268 0.092 0.509 -0.05
C 0.54340 -3.60044 -0.18238 -0.379 -0.114 -0.040 0.40
O 0.63327 -2.82080 -1.13986 0.235 0.338 -0.133 -0.55
N 0.89608 -4.90335 -0.31673 -0.129 -0.673 0.157 -0.43
N 0.04798 -3.28387 1.03167 -0.176 -0.098 0.078 -0.10
H 0.72443 -5.55244 0.42897 0.228 0.094 0.132 0.10
H 1.47434 -5.24458 -1.06011 -0.083 0.398 -0.260 0.25
H -0.21427 -2.34364 1.28062 0.000 0.088 -0.282 -0.02
H -0.15367 -4.01265 1.69035 0.280 0.066 0.166 0.20
C -3.77014 3.05191 1.35247 -1.015 0.427 -1.126 0.53
O -2.73378 3.68865 1.24266 0.285 -0.087 0.141 -0.71
N -3.85458 1.69055 1.35088 0.401 0.953 -0.051 -0.24
N -5.00862 3.66002 1.26498 0.701 -0.237 0.397 -0.44
H -4.59884 1.30320 1.89904 0.338 -0.707 -0.019 0.31
H -2.95096 1.27661 1.17803 -0.202 -0.620 0.532 -0.45
H -5.02463 4.66191 1.30937 -0.176 0.011 0.230 0.26
H -5.80529 3.10616 1.51880 -0.281 0.350 -0.106 0.17
C 3.96152 1.13812 3.44057 0.313 -0.205 1.185 0.29
O 4.40054 1.98344 4.19345 -0.177 0.032 0.103 -0.65
N 2.69350 1.11421 2.94318 -0.515 -0.446 -0.911 -0.10
N 4.69835 0.00575 3.12733 -0.642 0.330 -0.557 -0.29
H 2.45710 0.46957 2.20582 0.057 -0.241 0.368 -0.08
H 1.94566 1.71715 3.23401 0.626 0.690 0.245 0.22
H 4.52931 -0.45707 2.24987 0.373 -0.045 0.903 0.32
H 5.49064 -0.22497 3.69139 0.267 0.257 -0.161 0.19
C 0.72153 3.81533 2.65082 0.150 -0.280 -0.219 0.57
O 1.75355 3.88942 3.29229 0.122 0.270 -0.026 -0.68
N 0.52783 2.92906 1.61467 -0.552 0.677 0.501 -0.18
N -0.38910 4.57713 2.86242 -0.153 -0.006 -0.049 -0.31
H -0.39609 2.95454 1.20947 0.311 -0.468 -0.481 0.13
H 1.27736 2.36625 1.27066 -0.054 -0.097 -0.042 0.08
H -1.26481 4.18561 2.55119 -0.232 0.486 -0.037 0.16
H -0.36429 5.29010 3.56385 0.020 -0.163 0.250 0.23
C 2.50635 -0.53409 -3.22063 -1.088 0.344 -0.371 0.62
O 1.47963 -0.17375 -2.62519 0.531 0.049 0.274 -0.26
N 3.75280 -0.22886 -2.79519 0.016 -0.456 -0.535 -0.38
N 2.41586 -1.20249 -4.39495 0.639 -0.017 0.615 -0.45
H 3.90594 0.38549 -2.02501 -0.092 0.066 0.065 0.22
H 4.52656 -0.58004 -3.32780 0.243 0.223 0.211 0.16
H 3.26002 -1.41964 -4.88949 -0.272 -0.214 -0.374 0.15
H 1.50422 -1.45405 -4.72747 0.031 0.047 -0.190 0.20
C -3.04440 -3.38214 -0.83815 -0.414 0.562 -0.717 0.49
O -2.38815 -2.34535 -0.84402 0.138 -0.512 0.238 -0.19
N -3.35520 -4.04520 0.29902 0.099 -0.143 0.618 -0.39
N -3.58456 -3.90169 -1.97329 -0.030 -0.368 0.155 -0.46
H -3.95746 -4.84532 0.33379 0.030 -0.040 -0.102 0.16
H -2.95076 -3.72018 1.15858 -0.021 0.131 -0.018 0.19
H -4.20409 -4.68797 -1.91692 0.058 -0.061 -0.234 0.13
H -3.33634 -3.53000 -2.87080 -0.041 0.204 0.051 0.21
```
Positions in Å, forces in eV/Å.

**E_LUMO (alpha / beta)**: -0.09 / -3.45 eV
**Frontier orbital gap (alpha / beta)**: 8.59 / 5.23 eV
**Spin multiplicity**: 2

Density functional theory data (ωB97M-V with the def2-TZVPD basis set) for a structure of composition C9H4Cl2F6KNOSb at a distorted geometry.

XYZ file:
```
25
Properties=species:S:1:pos:R:3:forces:R:3:mulliken_charge:R:1
K -0.75270 -0.08381 -0.62330 0.989 -1.151 0.986 1.01
Cl 1.09555 -4.54440 0.90242 -0.013 -0.137 -0.009 -0.14
C 1.91887 -3.17933 1.48754 -0.042 0.161 -0.036 0.49
C 3.01204 -3.31677 2.31813 0.026 -0.003 0.017 -0.70
C 3.67711 -2.19804 2.78999 -0.106 -0.135 -0.076 0.87
Cl 5.02987 -2.42276 3.81157 0.061 -0.021 0.049 -0.20
C 3.26153 -0.87220 2.44625 -0.122 0.176 -0.098 0.28
C 3.90105 0.29211 2.90381 -0.049 0.012 -0.037 -0.69
C 3.41664 1.51622 2.51537 0.059 -0.025 0.044 -0.64
C 2.29975 1.56721 1.67555 -0.033 0.000 -0.028 -0.33
N 1.68588 0.48782 1.23204 -0.186 -0.040 -0.150 -0.33
C 2.14616 -0.71014 1.60039 0.286 0.152 0.217 0.18
C 1.41797 -1.87750 1.07009 -0.062 -0.318 -0.042 0.24
O 0.44866 -1.75541 0.32179 1.199 -1.358 0.944 -0.80
H 3.34920 -4.30466 2.59916 0.017 0.017 0.011 0.46
H 4.76187 0.21743 3.55280 0.005 -0.012 0.004 0.41
H 3.88758 2.42967 2.85046 -0.020 0.005 -0.012 0.40
H 1.88764 2.51550 1.34971 0.029 0.007 0.021 0.47
F -1.04880 2.07598 -0.79201 -0.684 1.948 -0.510 -0.72
Sb -2.56734 2.18170 -2.02987 0.194 -0.222 0.141 2.61
F -2.32384 0.23823 -2.09526 -1.524 0.888 -1.384 -0.69
F -3.68608 1.89987 -0.53481 0.139 -0.005 -0.123 -0.56
F -1.31905 2.32418 -3.43318 -0.086 -0.042 0.120 -0.55
F -2.61859 4.03768 -1.79865 -0.100 -0.032 -0.084 -0.54
F -4.00496 2.04468 -3.21761 0.026 0.135 0.035 -0.53
```
Positions in Å, forces in eV/Å.

**E_LUMO (alpha / beta)**: -1.24 / -3.30 eV
**Frontier orbital gap (alpha / beta)**: 8.10 / 7.52 eV
**Spin multiplicity**: 2

In order of appearance, energy relative to the best compared isomer or geometry (same formula, charge and spin) = 66.37; 0.00; 20.85 kcal/mol.